1.
Density functional theory data (the ωB97M-V functional and the def2-TZVPD basis) for a molecular structure, C46H40ClGeN3O6RuSTe.

Geometry as XYZ:
```
100
Properties=species:S:1:pos:R:3:forces:R:3:mulliken_charge:R:1
Ru 1.668603 -0.683193 0.700536 0.46 0.29 0.25 1.0355
C 0.239350 -4.239048 3.135950 0.00 0.02 0.01 -1.1227
C 1.370516 -4.609192 3.841064 -0.02 -0.02 0.01 -0.5925
C 2.465435 -3.759197 3.859879 0.05 0.03 0.03 -0.9600
C 2.398186 -2.567439 3.158698 -0.03 -0.01 -0.01 0.4067
N 1.317893 -2.234509 2.444677 -0.03 -0.02 -0.15 0.6357
C 0.258784 -3.043920 2.437631 -0.03 0.06 0.06 -0.2769
C 3.491695 -1.565698 3.168802 0.01 0.01 -0.03 0.6423
C 4.369978 -1.462145 4.238405 0.00 -0.03 -0.01 -1.0564
C 5.311300 -0.449100 4.246479 0.01 0.01 0.00 -0.5293
C 5.340486 0.447712 3.191519 0.02 0.01 0.00 -1.0161
C 4.435275 0.277757 2.163409 0.01 -0.06 -0.02 -0.4794
N 3.544121 -0.713921 2.135851 -0.16 0.01 0.06 0.5956
H -0.639772 -4.865884 3.103230 0.00 0.00 0.00 0.5179
H 1.403902 -5.551350 4.371933 0.01 0.01 -0.01 0.4437
H 3.366052 -4.029401 4.392523 -0.02 -0.01 0.01 0.4709
H -0.587420 -2.718110 1.847631 0.00 0.01 0.00 0.4679
H 4.289489 -2.146342 5.070338 0.01 0.01 0.00 0.4211
H 5.998708 -0.348207 5.075557 0.00 0.00 0.00 0.4468
H 6.044426 1.266797 3.161341 0.00 -0.01 0.00 0.4485
H 4.428456 0.960536 1.323468 -0.02 0.01 -0.01 0.5125
O 0.742662 -4.495161 -0.602010 0.04 0.04 0.09 -0.6551
Cl 1.347024 -3.242451 -0.847621 0.05 -0.15 -0.13 2.1599
O 1.626760 -3.024240 -2.225990 -0.11 -0.07 0.05 -0.6707
O 0.417156 -2.157852 -0.386692 0.05 0.09 -0.15 -0.7548
O 2.551084 -3.052968 -0.040287 -0.05 0.05 -0.07 -0.6608
C 4.459799 -1.811403 -2.879774 -0.02 0.02 0.00 -0.9746
Te 4.197891 -0.497028 -1.215940 -0.01 -0.04 -0.10 0.2627
C 4.216505 1.080474 -2.661266 0.01 -0.02 0.01 -0.4283
C 4.738723 0.456978 -3.932736 -0.01 -0.04 0.00 0.5126
C 5.088794 1.261017 -5.015082 0.00 0.00 0.00 -0.7061
C 5.544347 0.692833 -6.191731 0.00 -0.02 0.01 -0.5769
C 5.654227 -0.689190 -6.296022 0.00 0.02 0.00 -0.5952
C 5.309400 -1.492456 -5.223669 -0.01 -0.02 0.00 -0.7537
C 4.850012 -0.926394 -4.036545 0.00 0.07 0.03 0.4320
H 3.535392 -2.349506 -3.060742 0.00 -0.01 0.02 0.4333
H 5.243855 -2.519899 -2.621637 -0.01 -0.01 0.02 0.6147
H 4.865683 1.877086 -2.301813 0.00 -0.01 0.01 0.6526
H 3.210503 1.472534 -2.797705 0.00 0.01 0.03 -0.0336
H 5.005283 2.338390 -4.930236 0.00 -0.01 0.00 0.4502
H 5.819439 1.325004 -7.025522 0.00 -0.01 0.00 0.4166
H 6.013888 -1.138302 -7.212377 0.00 0.00 0.01 0.4114
H 5.397453 -2.569667 -5.301982 0.00 0.01 0.00 0.4683
O -0.394357 0.000113 1.218454 -0.06 -0.15 -0.07 0.8774
C 0.004297 0.740746 2.161898 -0.10 0.03 0.02 -0.2289
O 1.248701 0.814972 2.395343 0.01 -0.06 -0.06 -0.5896
C -0.986609 1.495035 2.986100 0.04 -0.02 0.05 -1.0102
C -2.080874 2.209647 2.189934 -0.16 0.05 0.12 -1.5307
Ge -3.441384 1.173701 1.182733 0.28 0.00 -0.01 1.7402
C -4.946321 2.402531 0.949736 0.03 -0.06 0.06 0.0255
C -6.096167 1.941968 0.305745 -0.05 0.07 0.03 -0.1491
C -7.190511 2.774584 0.120123 0.03 -0.05 0.00 -0.8025
C -7.149274 4.086650 0.573458 0.00 0.01 0.01 -0.4778
C -6.013776 4.560208 1.212598 0.02 -0.02 -0.01 -0.7311
C -4.920491 3.721150 1.399869 -0.07 0.00 -0.05 -0.4718
C -3.004342 0.545510 -0.626870 -0.09 0.10 0.05 0.1212
C -3.394262 1.322398 -1.720161 0.03 -0.02 -0.01 -0.2216
C -3.260511 0.848926 -3.020159 0.02 -0.04 0.03 -0.8609
C -2.743657 -0.419485 -3.244370 -0.02 0.02 0.00 -0.5622
C -2.329323 -1.195668 -2.170699 -0.02 0.02 0.03 -1.2070
C -2.456657 -0.713179 -0.874933 0.01 -0.03 -0.02 0.3514
C -3.964677 -0.356502 2.280458 -0.02 0.00 -0.12 0.4722
C -4.496603 -1.505030 1.692511 0.01 -0.02 0.07 -0.1993
C -4.912843 -2.577687 2.470864 0.02 0.00 0.00 -0.7744
C -4.801026 -2.518651 3.853109 0.01 0.00 -0.01 -0.5355
C -4.282757 -1.379647 4.453922 0.01 0.01 -0.01 -0.8563
C -3.872849 -0.308340 3.671011 -0.04 -0.01 0.04 -0.6115
H -0.433044 2.194933 3.613234 0.01 0.02 -0.01 0.5295
H -1.428537 0.753148 3.660791 0.02 0.03 -0.06 0.1259
H -1.658770 2.978727 1.536721 0.08 -0.08 -0.04 0.5654
H -2.672865 2.760703 2.927669 -0.01 0.01 -0.05 0.4043
H -6.142484 0.920400 -0.058219 0.00 0.01 0.00 0.3832
H -8.075862 2.399945 -0.377765 0.00 0.01 0.00 0.4041
H -8.002223 4.737491 0.428930 0.01 -0.01 0.00 0.3892
H -5.976854 5.582476 1.567503 0.00 -0.01 0.00 0.4010
H -4.044188 4.114377 1.901373 0.00 0.01 0.00 0.2526
H -3.839980 2.298171 -1.558293 0.01 -0.02 0.00 0.4396
H -3.582018 1.462304 -3.852983 0.00 -0.01 0.00 0.4637
H -2.664584 -0.804967 -4.254120 -0.01 0.01 0.01 0.4625
H -1.913685 -2.181825 -2.340199 0.00 0.00 0.01 0.4660
H -2.133987 -1.332056 -0.047317 -0.02 0.00 -0.02 0.3901
H -4.592361 -1.567204 0.614819 0.00 0.00 -0.01 0.3956
H -5.330626 -3.457395 1.997380 0.00 0.00 0.00 0.4340
H -5.127869 -3.352626 4.461155 0.00 0.01 0.00 0.4256
H -4.207754 -1.320702 5.532525 -0.01 0.00 0.00 0.4413
H -3.495903 0.582560 4.164051 -0.05 -0.02 -0.01 0.3904
S 1.264856 3.898537 -0.839317 -0.02 -0.01 0.01 -0.2997
C 1.691259 2.552134 0.122661 0.07 0.02 -0.01 -0.9457
N 1.520695 1.385337 -0.419032 -0.27 -0.15 0.00 1.8235
C 0.987336 1.497824 -1.705050 0.06 0.09 -0.01 -1.1060
C 0.703921 0.446614 -2.577458 0.01 -0.03 0.00 -0.0856
C 0.260293 0.755617 -3.844115 0.02 -0.01 0.01 -1.0493
C 0.075123 2.083922 -4.248737 0.01 0.03 0.00 -0.7983
C 0.328469 3.130981 -3.388855 0.00 0.02 -0.04 -0.7640
C 0.792534 2.821135 -2.112442 0.05 -0.01 0.03 1.5908
H 2.060659 2.672792 1.131451 -0.01 0.00 -0.02 0.3592
H 0.826937 -0.584494 -2.273398 0.00 0.01 0.00 0.1691
H 0.041020 -0.045430 -4.536967 0.01 0.01 0.01 0.5612
H -0.277267 2.291177 -5.250447 0.00 0.00 0.01 0.4935
H 0.182692 4.157500 -3.697764 0.00 -0.01 0.01 0.5034
```
Forces are in eV/Å.

Output
charge	+1
multiplicity	6
energy relative to the best compared isomer or geometry (same formula, charge and spin)	0.00	kcal/mol
Kohn-Sham gap (alpha / beta)	7.714 / 6.316	eV

---

2.
Density functional theory data (the ωB97M-V functional and the def2-TZVPD basis) for a molecular structure, C46H40CrN2O6PSSb at a distorted geometry.

Geometry as XYZ:
```
98
Properties=species:S:1:pos:R:3:forces:R:3:mulliken_charge:R:1
Cr 12.679220 11.812020 12.950828 0.77 -0.49 0.14 0.2394
O 9.522043 15.324720 8.969694 -0.39 0.18 -0.36 -0.6268
C 10.104629 14.585315 9.940066 0.12 -0.64 0.40 0.8496
C 11.292808 14.963412 10.548231 -0.13 -0.04 0.13 -0.4603
C 11.834177 14.143061 11.509554 -0.14 -0.10 0.09 0.3905
N 11.298448 12.972309 11.899250 -0.65 0.48 -0.39 1.1013
C 10.135161 12.609685 11.330521 0.31 1.12 -0.56 0.2292
C 9.508576 13.384135 10.345524 0.53 0.37 0.27 -1.0856
C 9.511067 11.332066 11.750337 -0.22 -3.42 1.88 -0.1990
O 8.409554 10.990236 11.272206 0.97 0.81 0.18 -0.8402
O 10.194676 10.640808 12.641945 -1.44 1.86 -2.64 -0.5434
C 13.134403 14.492550 12.161754 1.70 -0.94 1.36 -0.4637
O 13.829988 15.447960 11.817683 -1.14 -0.50 0.39 -0.7028
O 13.506192 13.596529 13.079877 -1.17 1.09 -1.24 -0.0300
H 10.046697 16.102088 8.725694 0.13 -0.40 0.32 0.3413
H 11.833184 15.856309 10.275861 0.11 0.14 -0.03 0.4341
H 8.578780 13.027003 9.930981 -0.01 -0.03 -0.01 0.5812
N 12.511848 9.469342 12.890318 0.02 0.15 -0.03 0.2443
C 12.609074 8.654236 14.049350 -0.40 0.02 -0.79 -0.6784
C 13.394598 7.497316 14.034514 -0.29 -0.21 0.68 -0.7132
C 13.406446 6.659238 15.153401 -0.26 0.53 -0.26 -0.8208
C 12.599626 6.977743 16.247882 0.15 -0.12 0.16 -0.7944
C 11.845723 8.151339 16.268762 0.19 0.16 -0.89 -0.5754
C 11.852454 9.034785 15.163206 0.19 -1.29 0.87 1.1402
P 11.119122 10.702719 15.218709 0.23 0.83 0.59 0.7223
C 12.433054 11.583580 16.020089 0.05 0.52 -0.54 -0.0357
C 12.490371 12.978250 15.891425 0.74 -0.17 0.46 -0.4876
C 13.548435 13.727873 16.412744 -0.61 0.14 -0.37 -1.0684
C 14.599352 13.074692 17.102880 -0.28 -0.90 -0.22 -0.4394
C 14.612511 11.708353 17.217671 0.73 1.93 1.07 -1.2766
C 13.649178 10.841783 16.494453 0.23 -0.66 0.37 1.2024
C 9.932968 10.389305 16.543637 -0.67 -0.15 1.03 -0.2074
C 8.761992 9.697074 16.207411 -0.40 0.20 1.00 -0.3285
C 7.779056 9.443838 17.179626 0.67 0.23 -0.21 -0.6628
C 7.976626 9.875926 18.497828 -0.29 -0.24 -0.29 -0.4147
C 9.126434 10.577917 18.831064 0.32 0.09 -0.26 -0.7239
C 10.103615 10.845622 17.868268 -0.52 -0.29 -0.28 -0.2591
H 11.530593 9.636623 12.574826 0.32 -0.20 0.26 0.3704
H 13.078041 9.170866 12.092251 -0.08 0.23 0.46 0.3176
H 13.985301 7.259825 13.160303 0.01 0.02 -0.09 0.4948
H 14.037610 5.773332 15.156656 -0.15 0.08 0.03 0.3460
H 12.585259 6.321166 17.118245 0.01 0.12 -0.16 0.3422
H 11.265943 8.394243 17.154245 0.06 0.00 -0.13 0.3595
H 11.675526 13.497756 15.386779 0.01 -0.07 0.04 0.2848
H 13.558283 14.791672 16.271100 0.05 0.33 -0.03 0.3600
H 15.412621 13.672180 17.512959 -0.11 -0.12 0.14 0.3156
H 15.407541 11.263515 17.811532 -0.09 -0.23 -0.10 0.3422
H 13.421315 9.996327 17.167754 -0.17 -0.04 -0.39 0.4962
H 8.620677 9.385423 15.182036 -0.06 -0.07 -0.12 0.4655
H 6.873339 8.921336 16.889059 0.03 0.00 0.12 0.3808
H 7.229422 9.663033 19.262292 0.09 0.07 -0.17 0.3372
H 9.278975 10.931210 19.847798 -0.05 -0.07 -0.07 0.3811
H 10.986517 11.412474 18.155811 0.00 -0.09 -0.28 0.3005
S 13.541095 11.339750 10.922883 -0.17 -0.21 -0.10 -0.5657
Sb 15.637592 13.218811 10.783156 0.79 -0.23 -0.34 0.6222
C 17.673521 14.244657 11.122136 -0.97 0.10 -0.71 -0.0809
C 18.031287 15.588852 11.076371 0.82 -0.08 0.67 -0.3640
C 19.118516 16.065237 11.828207 -0.57 -0.13 -0.31 -0.6372
C 19.848921 15.204571 12.642203 0.03 0.05 -0.13 -0.4350
C 19.516547 13.853016 12.665917 -0.50 -0.23 -0.51 -0.9094
C 18.429013 13.384987 11.900399 1.39 0.35 0.90 0.1806
C 14.671604 14.334134 9.187762 0.76 0.11 0.61 1.0003
C 13.556126 13.797326 8.586981 -0.82 0.27 -1.08 -0.5618
C 12.823321 14.536874 7.641320 0.29 -0.24 0.35 -0.7084
C 13.212049 15.826610 7.317927 0.19 0.09 0.02 -0.7119
C 14.354365 16.362638 7.909864 0.44 -0.41 0.50 -0.5683
C 15.088313 15.618469 8.847252 -1.10 0.29 -0.87 -0.3548
C 16.560553 11.922190 9.261296 0.29 0.55 0.58 0.9312
C 17.900574 12.064656 8.888852 -0.01 -0.64 -0.69 -0.4990
C 18.472094 11.186004 7.957072 -0.09 0.31 0.44 -0.6540
C 17.719432 10.159366 7.393210 -0.03 0.08 -0.03 -0.3963
C 16.377766 10.039773 7.734775 -0.14 0.47 0.47 -0.9520
C 15.810710 10.925956 8.668774 -0.03 -0.86 -0.81 -0.2497
H 17.476653 16.297302 10.478845 -0.06 0.07 -0.01 0.2640
H 19.337194 17.126088 11.772680 0.20 0.00 0.14 0.3528
H 20.672927 15.588154 13.238561 -0.08 -0.07 -0.04 0.3298
H 20.082483 13.140460 13.261201 0.00 0.16 0.02 0.3532
H 18.229301 12.315285 11.957118 -0.28 0.08 -0.08 0.3211
H 13.203158 12.805326 8.838647 0.08 -0.04 0.14 0.2329
H 11.945138 14.093862 7.181545 0.01 0.03 0.03 0.4298
H 12.643518 16.414482 6.607228 -0.01 0.00 -0.08 0.3945
H 14.710314 17.353062 7.660945 -0.14 0.16 -0.09 0.4122
H 15.931823 16.087902 9.311335 0.30 0.00 0.16 0.1746
H 18.512083 12.861534 9.287484 -0.04 -0.01 0.10 0.3276
H 19.523141 11.317982 7.708685 -0.11 -0.11 -0.10 0.3630
H 18.178881 9.477796 6.683307 -0.06 0.01 0.03 0.3351
H 15.740325 9.268822 7.313808 0.16 -0.02 -0.08 0.3879
H 14.758115 10.801649 8.912708 0.22 0.02 0.03 0.3336
C 15.693192 11.926725 14.103686 0.90 0.32 -0.51 -1.0452
O 14.486737 11.154688 14.232698 0.13 0.28 0.25 1.1621
C 14.457161 10.327151 15.343118 -0.73 -0.37 -0.45 0.1455
C 15.579776 9.401673 15.522028 1.25 0.08 0.19 -2.2601
H 16.321524 11.443670 13.347945 -0.09 0.11 -0.08 0.2262
H 16.297750 12.003403 15.019175 -0.68 -0.20 0.00 0.4420
H 15.423031 12.933443 13.781093 0.03 -0.28 0.05 0.1346
H 16.462233 9.989004 15.880634 -0.17 -0.54 -0.10 0.4546
H 15.904794 8.883723 14.606352 -0.28 0.24 0.07 0.3342
H 15.369874 8.632777 16.273761 -0.14 0.22 -0.05 0.3763
```
Forces are in eV/Å.

Output
charge	-2
multiplicity	5
Kohn-Sham gap (alpha / beta)	4.495 / 4.669	eV